This record from the OMol25 dataset describes a structure of composition C40H34ClN6O5S2SeSm in a non-equilibrium geometry. The level of theory is ωB97M-V/def2-TZVPD.

Atoms and positions in Å:
1 Sm 1.01188 -0.62544 0.69037
2 O -0.67940 2.70839 2.66528
3 S -0.47224 2.02217 1.41015
4 O 0.91097 2.02406 0.93672
5 N -0.88582 0.49384 1.43192
6 C -2.06758 -0.01535 1.92286
7 C -3.15990 0.71025 2.35618
8 C -4.32924 0.06458 2.78861
9 C -4.43351 -1.29822 2.79352
10 C -3.33315 -2.08071 2.38263
11 C -3.34991 -3.49195 2.38368
12 C -2.23731 -4.18091 1.99229
13 C -1.09288 -3.46258 1.61023
14 N -1.03060 -2.15180 1.59695
15 C -2.13844 -1.44731 1.96167
16 C -1.43768 2.87861 0.18326
17 C -1.30504 4.25679 0.10746
18 C -2.02189 4.95282 -0.85163
19 C -2.87570 4.27009 -1.70902
20 C -3.01126 2.89338 -1.61237
21 C -2.28388 2.18722 -0.66563
22 H -3.10308 1.79045 2.36712
23 H -5.16619 0.66713 3.11848
24 H -5.34187 -1.79154 3.11546
25 H -4.25087 -4.00403 2.69946
26 H -2.21680 -5.26191 1.98541
27 H -0.19639 -3.99469 1.31320
28 H -0.64439 4.76372 0.79962
29 H -1.92307 6.02800 -0.92475
30 H -3.44294 4.81602 -2.45227
31 H -3.68158 2.36749 -2.27956
32 H -2.36999 1.11048 -0.57909
33 Cl -0.43404 -6.55502 -4.47012
34 C -0.32892 -5.13873 -3.46813
35 C -1.22438 -4.07731 -3.67894
36 C -1.17492 -2.95974 -2.89014
37 C -0.22008 -2.82338 -1.83903
38 O -0.18565 -1.77466 -1.10610
39 C 0.68256 -3.91547 -1.65852
40 C 1.70570 -3.84824 -0.66272
41 O 1.89626 -2.93561 0.13597
42 C 0.60815 -5.05640 -2.47979
43 H -1.95434 -4.15742 -4.47411
44 H -1.87560 -2.14834 -3.03723
45 H 2.37728 -4.72432 -0.62711
46 H 1.30780 -5.86819 -2.31579
47 Se 5.22557 -0.59370 -2.07562
48 C 4.01085 -0.43507 -0.84520
49 N 3.19205 -0.34641 -0.00600
50 N 0.79255 -4.49338 6.84906
51 C 1.37709 -4.01477 5.98279
52 C 2.09988 -3.41696 4.90354
53 C 3.49060 -3.35900 4.90466
54 C 4.11730 -2.76795 3.82289
55 C 3.34405 -2.26039 2.79130
56 N 2.00939 -2.30681 2.78891
57 C 1.40680 -2.87299 3.82171
58 H 4.05528 -3.77060 5.72999
59 H 5.19480 -2.69699 3.77803
60 H 3.80639 -1.80105 1.92538
61 H 0.32348 -2.90127 3.80960
62 C 3.72619 2.96032 4.27130
63 C 2.50351 2.86023 3.35153
64 C 2.14773 1.48284 3.08192
65 N 1.90705 0.36990 2.93012
66 H 3.90311 4.00401 4.52421
67 H 4.61303 2.56697 3.77705
68 H 3.56404 2.40468 5.19381
69 H 2.68894 3.33801 2.38951
70 H 1.62533 3.33977 3.78601
71 C -0.65569 5.58337 -5.55556
72 C -0.52272 4.28009 -4.81608
73 C -1.26995 3.16620 -5.18548
74 C -1.12891 1.96118 -4.51263
75 C -0.22073 1.86321 -3.47303
76 C 0.52590 2.96359 -3.08171
77 C 0.37162 4.16365 -3.75228
78 S -0.06164 0.31194 -2.56284
79 C 1.36402 -0.29830 -3.50971
80 O 0.53879 0.74614 -1.25654
81 H -1.56035 5.60530 -6.16159
82 H 0.19929 5.72656 -6.21966
83 H -0.67822 6.42483 -4.86247
84 H -1.98095 3.24438 -5.99954
85 H -1.72568 1.09964 -4.79392
86 H 1.19724 2.86769 -2.23559
87 H 0.95051 5.02792 -3.44743
88 H 2.11516 0.48905 -3.51734
89 H 1.05114 -0.55609 -4.52035
90 H 1.74610 -1.17598 -2.98916

Output
Frontier orbital gap (spin up / spin down)   7.453 / 7.478 eV
Molar mass   1007.66 g/mol
Strongest force on any atom   1.7 eV Å⁻¹
2S+1   6
ΔE to the lowest compared entry with this formula, charge and spin   75.2 kJ/mol